Density functional theory data (ωB97M-V/def2-TZVPD) for an isolated molecule of C4H4N2O.

Geometry as XYZ:
```
11
Properties=species:S:1:pos:R:3:forces:R:3
C -0.38678 0.64464 0.80644 -4.2 -1.4 -1.2
C -0.93630 -0.12082 -0.24365 -4.3 -3.0 1.6
C -0.20101 -0.74290 -1.15896 2.5 -1.4 -0.9
C 1.13515 -0.35257 -0.96746 2.6 0.1 -0.9
H -0.41622 1.37351 2.31369 -3.8 -1.2 -0.1
H -1.92940 -0.69852 0.01408 1.4 2.1 -0.6
H -0.35108 -1.67141 -1.82885 -0.6 2.0 1.1
H 1.96413 -0.84978 -1.59675 -1.3 1.2 1.0
N 1.57146 0.51022 -0.05599 1.8 -0.6 -0.9
N 0.81168 1.04087 0.91335 1.4 -0.3 -1.2
O -1.26162 0.86676 1.80409 4.5 2.7 2.1
```
Forces are in eV/Å.

Summary:
HOMO energy: -9.6 eV
spin multiplicity: 1
relative energy (zero: lowest compared OMol25 entry of this formula, charge and spin): 279.1 kJ/mol
SMILES string: Oc1cccnn1
LUMO energy: 0.20 eV
total charge: 0



Density functional theory data (ωB97M-V/def2-TZVPD) for a structure of composition C4H4N2O.

Geometry as XYZ:
```
11
Properties=species:S:1:pos:R:3:forces:R:3
O 2.21143 -1.37879 0.17311 -0.2 0.2 0.1
C 1.15573 -0.79822 0.04555 0.1 -0.1 -0.1
C 1.05425 0.67701 -0.01551 -0.1 0.0 0.0
C -0.14140 1.27958 -0.09287 0.2 -0.3 0.6
N -1.34315 0.53468 -0.04197 0.0 -0.7 1.1
C -1.14638 -0.83631 -0.24695 0.4 -1.0 -0.8
N -0.05157 -1.51082 -0.12646 0.1 -0.1 -0.8
H 1.97438 1.24776 0.03004 0.0 -0.1 -0.2
H -0.24656 2.35989 -0.20891 -0.2 -0.4 0.3
H -1.36540 -0.25851 0.93688 -0.5 2.9 -0.3
H -2.10131 -1.31627 -0.45290 0.2 -0.4 0.1
```
Forces are in eV/Å.

Summary:
HOMO energy: -9.9 eV
spin multiplicity: 1
relative energy (zero: lowest compared OMol25 entry of this formula, charge and spin): 299.8 kJ/mol
LUMO energy: -0.22 eV
total charge: 0



Density functional theory data (ωB97M-V/def2-TZVPD) for an isolated molecule of C4H4N2O.

Geometry as XYZ:
```
11
Properties=species:S:1:pos:R:3:forces:R:3
O 2.04472 -1.44383 -0.40168 -0.4 0.2 0.1
C 1.13000 -0.68001 -0.26756 0.4 -0.1 -0.1
C 1.15900 0.74793 0.14319 -0.1 0.1 -0.2
C -0.08286 1.21409 0.11702 0.3 -0.1 0.0
N -0.99054 0.14167 -0.15214 0.0 0.2 -0.2
C -0.93779 -1.13763 0.77319 -0.3 0.0 0.0
N -0.24407 -1.02902 -0.55633 0.2 0.0 0.2
H 2.06595 1.27920 0.39096 -0.1 0.0 0.0
H -0.46261 2.22223 0.23255 0.0 -0.2 0.2
H -1.77352 0.32999 -0.77062 0.1 -0.1 0.1
H -1.88428 -1.65105 0.52649 0.1 0.1 0.0
```
Forces are in eV/Å.

Summary:
HOMO energy: -8.4 eV
spin multiplicity: 1
relative energy (zero: lowest compared OMol25 entry of this formula, charge and spin): 470.5 kJ/mol
LUMO energy: 0.10 eV
total charge: 0



Density functional theory data (ωB97M-V/def2-TZVPD) for a cluster of 2 separate species, C4H4N2O in total.

Geometry as XYZ:
```
11
Properties=species:S:1:pos:R:3:forces:R:3
C 1.24322 0.57924 0.58844 -0.9 1.7 -3.5
C 1.03225 1.26217 -0.55845 -2.1 -1.4 2.4
C -2.44992 -0.10068 0.40098 -0.3 1.7 -1.5
C -1.06750 0.32826 0.19449 0.7 -2.2 -3.3
N -0.07365 0.70018 1.05190 -0.2 -0.4 2.6
N -0.37993 1.48379 -0.20006 -0.8 0.8 -0.8
O -3.38771 0.31905 -0.23161 0.1 -0.2 0.4
H 2.05713 0.18468 1.02191 2.4 -1.5 1.8
H 1.38410 1.63248 -1.44904 1.2 0.6 -1.6
H -2.46288 -0.84781 1.13873 -0.5 -1.4 1.3
H -1.07772 -1.27501 -1.02705 0.5 2.2 1.9
```
Forces are in eV/Å.

Summary:
HOMO energy (alpha / beta): -9.5 / -9.6 eV
spin multiplicity: 1
relative energy (zero: lowest compared OMol25 entry of this formula, charge and spin): 856.3 kJ/mol
LUMO energy (alpha / beta): -0.99 / -1.00 eV
total charge: 0



Density functional theory data (ωB97M-V/def2-TZVPD) for a structure of composition C4H4N2O.

Geometry as XYZ:
```
11
Properties=species:S:1:pos:R:3:forces:R:3
C 0.11800 -1.19411 0.90751 2.8 -2.2 5.6
C -0.36430 -0.72801 -0.26000 -3.5 3.5 -5.0
C 0.07922 1.26211 -0.49659 -0.9 0.9 -0.5
C 0.13819 0.04741 -1.45035 2.0 1.4 4.4
N -0.11986 -0.02638 1.65344 3.8 -0.1 -1.5
N -0.68257 0.56173 0.48760 -1.6 -1.3 -1.7
O 0.48645 2.37803 -0.49352 0.3 -0.2 0.1
H 0.45081 -2.13384 1.21629 0.4 -1.1 0.8
H 1.12229 0.07287 -1.76400 2.3 -0.9 -0.9
H -0.50094 -0.13107 -2.17342 -3.1 0.0 -3.9
H -0.72728 -0.10875 2.37304 -2.4 0.0 2.8
```
Forces are in eV/Å.

Summary:
HOMO energy (alpha / beta): -6.2 / -9.9 eV
spin multiplicity: 3
relative energy (zero: lowest compared OMol25 entry of this formula, charge and spin): 385.8 kJ/mol
LUMO energy (alpha / beta): 0.95 / -1.96 eV
total charge: 0



Density functional theory data (ωB97M-V/def2-TZVPD) for a cluster of 2 separate species, C4H4N2O in total.

Geometry as XYZ:
```
11
Properties=species:S:1:pos:R:3:forces:R:3
C 1.59628 2.17252 -1.58818 1.7 0.0 0.0
C 2.85535 1.56283 -1.67359 -7.2 -1.0 0.7
C 0.18745 -0.68616 0.35221 -0.2 0.0 -0.6
C 0.11721 -1.12321 1.71086 -0.6 -3.1 1.4
N 0.51963 2.46036 -1.32922 -1.8 1.1 0.0
N 0.24662 -0.16920 -0.67058 0.1 -0.7 -0.1
O 3.89983 2.09629 -1.86535 6.7 3.0 -1.2
H 2.67403 0.56527 -1.45269 0.6 -2.6 0.4
H -0.86247 -1.01188 2.15532 -0.4 0.6 -0.2
H 0.79971 -0.53967 2.24717 1.0 0.9 1.1
H 0.31726 -2.23620 2.02250 0.1 1.9 -1.5
```
Forces are in eV/Å.

Summary:
HOMO energy (alpha / beta): -7.6 / -11.3 eV
spin multiplicity: 3
relative energy (zero: lowest compared OMol25 entry of this formula, charge and spin): 128.1 kJ/mol
LUMO energy (alpha / beta): 0.59 / -3.44 eV
total charge: 0



Density functional theory data (ωB97M-V/def2-TZVPD) for an isolated molecule of C4H4N2O2.

Geometry as XYZ:
```
12
Properties=species:S:1:pos:R:3:forces:R:3
C 1.14754 -0.14948 1.24560 3.9 1.2 0.7
C -0.35800 -1.73812 0.35795 -4.0 0.1 -1.4
C -0.35406 -0.41283 -0.41934 -0.7 2.8 -3.4
C 0.47359 0.60947 0.19337 -3.6 -1.0 -1.2
H 1.21405 0.40614 2.19952 -1.0 -0.9 0.2
H 2.25700 -0.08220 0.98782 -1.0 -0.8 0.1
H -1.46419 -1.57550 0.91521 2.8 -1.0 -0.9
H -0.50743 -2.81959 -0.32793 1.3 3.2 2.3
N -1.02987 0.25055 -1.45877 0.8 -3.9 3.8
N 0.14143 1.82057 -0.25758 0.3 -2.5 0.3
O 0.72402 -1.54258 1.25484 -0.2 0.6 -0.3
O -0.81586 1.50747 -1.25805 1.4 2.1 -0.1
```
Forces are in eV/Å.

Summary:
HOMO energy: -9.9 eV
spin multiplicity: 1
relative energy (zero: lowest compared OMol25 entry of this formula, charge and spin): 594.8 kJ/mol
SMILES string: C1OCc2nonc21
LUMO energy: 0.37 eV
total charge: 0



Density functional theory data (ωB97M-V/def2-TZVPD) for an isolated molecule of C4H4N2O2.

Geometry as XYZ:
```
12
Properties=species:S:1:pos:R:3:forces:R:3
C -0.44585 -0.13328 -1.40963 -2.8 -2.2 2.8
C 0.18261 1.40892 1.50608 0.9 -3.1 -2.4
C -0.01018 0.70935 -2.24115 0.0 -0.5 -2.2
C 0.30295 -0.61717 0.11500 0.5 -0.9 -4.8
N 0.25452 0.44201 0.85590 0.0 5.4 4.2
N 1.15981 1.33257 -2.43597 -0.1 0.1 1.0
O 1.14075 2.41289 -1.81960 1.2 1.1 0.0
O 2.08332 0.89376 -3.11422 -0.2 0.3 0.1
H -1.53857 -0.52244 -1.29523 2.1 0.7 -0.4
H 0.42602 2.38792 1.79031 -0.4 1.0 0.5
H -0.31237 -1.34313 0.44904 -2.2 -2.3 1.2
H 1.25606 -1.06318 -0.06761 1.0 0.3 0.0
```
Forces are in eV/Å.

Summary:
HOMO energy (alpha / beta): -7.7 / -7.7 eV
spin multiplicity: 1
relative energy (zero: lowest compared OMol25 entry of this formula, charge and spin): 978.7 kJ/mol
LUMO energy (alpha / beta): -1.19 / -1.19 eV
total charge: 0



Density functional theory data (ωB97M-V/def2-TZVPD) for an isolated molecule of C4H4N2O2.

Geometry as XYZ:
```
12
Properties=species:S:1:pos:R:3:forces:R:3
C -1.40032 0.07442 -1.28862 1.1 -0.1 5.2
C -1.02881 0.37846 1.19755 1.0 -0.1 0.7
C -0.02332 0.04841 0.42752 -3.9 1.1 -3.3
C 1.37596 -0.12247 0.57362 0.7 -1.1 0.5
N -2.47208 0.17411 -0.61411 1.2 -0.2 -1.0
N 1.91069 -0.52138 -0.62761 2.5 0.1 3.2
O 1.85739 -0.08099 1.70623 0.5 0.1 -1.5
O -2.28755 0.27621 0.80400 -1.2 0.7 -1.0
H -1.26585 0.03857 -2.35080 -0.2 -0.1 -0.2
H -0.90211 0.79861 2.19983 -0.3 -0.6 -0.1
H 1.31660 -0.36555 -1.37232 -0.7 0.1 -2.0
H 2.91938 -0.69841 -0.65528 -0.8 0.2 -0.5
```
Forces are in eV/Å.

Summary:
HOMO energy: -9.8 eV
spin multiplicity: 1
relative energy (zero: lowest compared OMol25 entry of this formula, charge and spin): 517.0 kJ/mol
LUMO energy: 0.10 eV
total charge: 0



Density functional theory data (ωB97M-V/def2-TZVPD) for an isolated molecule of C4H4N2O2.

Geometry as XYZ:
```
12
Properties=species:S:1:pos:R:3:forces:R:3
C -0.02282 -0.83755 -1.77286 -6.7 -6.8 -2.3
C -0.17302 -0.29012 -0.45642 -1.6 0.6 2.2
C 0.63446 0.61636 0.16250 -12.6 -8.7 4.3
C -0.92305 0.10544 1.44897 -5.8 -3.2 5.4
H 1.34197 0.17665 -1.55976 0.4 -2.8 -4.9
H 1.31998 1.07416 0.01657 15.2 9.6 -4.4
H 0.43305 1.36588 2.48190 -0.1 -2.0 -4.7
H -1.74018 -0.07540 2.45575 3.0 1.1 -2.9
N 0.21859 0.77452 1.47335 -0.8 1.9 3.2
N -1.24356 -0.63274 0.43308 2.3 1.4 -1.5
O 1.01707 -0.56737 -2.45365 3.7 5.0 3.6
O -0.86251 -1.70982 -2.22942 3.1 3.7 1.9
```
Forces are in eV/Å.

Summary:
HOMO energy: -9.9 eV
spin multiplicity: 1
relative energy (zero: lowest compared OMol25 entry of this formula, charge and spin): 564.4 kJ/mol
SMILES string: O=C(O)c1c[nH]cn1
LUMO energy: -0.04 eV
total charge: 0



One value per record, in order, for E: -9237.595; -9237.381; -9235.611; -9231.613; -9232.074; -9234.745; -11282.375; -11278.396; -11283.181; -11282.690 eV.